1.
ORCA calculation (the ωB97M-V functional and the def2-TZVPD basis) on a 3-piece molecular cluster, C24H56BN6O4P2S overall at a distorted geometry.

lowest unoccupied orbital energy	-3.36	eV
net charge	+1
HOMO-LUMO gap	6.08	eV
spin multiplicity	1
E_HOMO	-9.43	eV

XYZ file:
```
94
Properties=species:S:1:pos:R:3:forces:R:3:lowdin_charge:R:1
C 7.6741 3.2370 4.5254 -0.2236 -0.1542 -1.0471 -0.07
C 6.1657 3.0065 3.9908 0.2090 -0.2852 0.0589 -0.16
B 6.2508 3.0026 2.4077 0.2266 2.2480 1.3036 -0.58
O 6.5438 4.1721 1.6919 -1.2825 -2.4418 0.2280 0.12
S 6.0231 1.4534 1.3012 0.1501 -0.5807 -0.5288 1.17
C 7.6136 0.4742 1.3481 -0.1623 -1.3705 -0.0098 -0.27
C 7.7348 -0.5032 2.5786 1.1909 -0.4356 0.1280 -0.26
O 7.2972 0.0483 3.8275 -0.5944 -0.7262 -0.7828 -0.08
C 4.6651 0.3888 1.9476 -1.4025 -0.9095 -0.2535 -0.29
C 3.4070 1.1843 2.3806 -2.0171 1.2572 1.6262 -0.22
C 2.8145 2.2958 1.6291 -0.7400 -0.0979 0.9071 -0.05
C 1.5972 3.0020 2.0431 0.4105 -1.7018 1.4206 -0.06
C 0.9048 2.5898 3.2730 2.3810 -1.3984 -0.6521 -0.06
C 1.4945 1.5054 4.0506 0.6946 0.4655 -1.7107 -0.03
C 2.7209 0.7991 3.6348 -0.5550 1.2466 -0.3153 -0.18
C 3.2049 -0.3412 4.5848 -0.4421 0.1817 -0.1044 -0.04
H 7.7828 4.2992 4.8524 0.0302 -1.0463 -0.0846 0.09
H 8.3722 3.0883 3.6462 -0.4232 0.1939 1.1036 0.07
H 7.9621 2.4890 5.3015 -0.3496 0.8219 -0.5394 0.08
H 5.5188 3.8573 4.3294 0.4991 -0.7382 -0.3481 0.12
H 5.7268 2.0521 4.3903 0.4914 0.9619 -0.3305 0.09
H 6.1213 4.0817 0.8119 0.7632 0.4343 0.2192 0.11
H 8.5059 1.1358 1.2290 -1.0697 -0.1304 0.2570 0.12
H 7.5587 -0.1787 0.4278 0.0650 0.8462 0.8468 0.11
H 8.8394 -0.7233 2.6963 -1.0851 0.2271 -0.3523 0.14
H 7.2599 -1.5080 2.3843 0.2091 1.2088 -0.0152 0.14
H 6.6447 -0.5912 4.1707 0.5146 0.5988 0.1236 0.09
H 4.3520 -0.2661 1.0793 0.6189 0.7611 0.6845 0.12
H 4.9846 -0.3183 2.7508 -0.0345 1.0034 -0.6840 0.07
H 3.2860 2.6473 0.6772 -0.3991 -0.4620 0.8744 0.11
H 1.1646 3.8270 1.4246 0.6560 -0.9122 0.5726 0.11
H -0.0376 3.0452 3.6494 0.9269 -0.2283 -0.5750 0.11
H 0.9731 1.1781 4.9876 0.6955 0.3123 -1.0114 0.12
H 4.3207 -0.4776 4.6001 -1.0718 0.0510 -0.1359 0.06
H 2.6802 -1.2929 4.2857 0.7397 0.7543 0.2540 0.10
H 2.9089 -0.1284 5.6511 0.2262 -0.0796 -1.1727 0.09
O 0.7230 -2.8805 2.4627 -1.2328 -3.8502 0.5606 -0.31
P -0.1953 -3.0142 1.2433 2.1785 7.2954 -1.8451 0.78
N 1.0757 -2.8140 0.0963 1.2773 -0.0487 -0.0917 -0.33
C 1.0207 -2.1140 -1.1707 -0.6360 -0.1619 -0.3329 -0.14
C 1.9004 -4.0104 -0.0524 0.0002 -0.2062 0.4865 -0.15
N -1.0138 -1.5123 1.5879 -0.8163 1.0412 0.1639 -0.34
C -0.4081 -0.2429 1.2171 0.1590 -0.0748 -0.4577 -0.14
C -1.4598 -1.4050 2.9803 -0.0136 -0.4633 0.0517 -0.15
N -1.3476 -3.3171 -0.0898 -1.0173 -3.2825 1.0756 -0.30
C -2.3063 -2.3535 -0.6119 -0.2872 0.7147 0.3816 -0.13
C -2.0602 -4.5863 0.1678 0.1875 -0.3441 -0.3091 -0.14
H 0.4810 -2.6775 -1.9433 -0.0216 0.0385 -0.0650 0.09
H 2.0343 -1.9352 -1.5441 0.0576 -0.2142 0.1912 0.08
H 0.5742 -1.1277 -1.0908 -0.1927 -0.0512 0.1255 0.05
H 1.3935 -4.7705 -0.6627 0.1393 -0.0318 -0.1584 0.08
H 2.1235 -4.4566 0.9200 -0.1167 0.0924 0.0123 0.07
H 2.8640 -3.7767 -0.5146 -0.1368 0.1011 -0.0908 0.08
H 0.6550 -0.1964 1.4824 0.0989 0.1352 -0.0045 0.07
H -0.9169 0.5973 1.6982 -0.0450 -0.2515 0.2220 0.08
H -0.5265 -0.0437 0.1508 0.1654 -0.0792 -0.0743 0.05
H -0.6444 -1.1146 3.6540 -0.0160 -0.0831 0.0449 0.07
H -1.8608 -2.3593 3.3353 0.0690 0.0735 0.0162 0.08
H -2.2615 -0.6672 3.0732 0.0323 0.0187 -0.2071 0.08
H -3.0467 -2.0436 0.1303 0.0210 0.0740 -0.0685 0.09
H -2.8524 -2.7895 -1.4547 0.2504 -0.3587 0.0880 0.09
H -1.8156 -1.4724 -1.0225 0.0891 0.0240 0.2476 0.06
H -2.7733 -4.4831 0.9928 -0.1211 -0.1149 -0.0912 0.08
H -1.3442 -5.3732 0.4312 0.0146 0.0397 0.0813 0.08
H -2.5946 -4.9310 -0.7198 0.0108 0.1372 0.0169 0.08
O -4.4355 -1.0943 -3.4316 -1.5902 -0.2243 4.0497 -0.30
P -5.4695 0.0312 -3.5690 2.6051 0.3563 -7.7898 0.78
N -6.3560 -0.7756 -4.8040 -0.3273 -1.0520 -0.3375 -0.33
C -6.9816 -0.1891 -5.9712 -0.3513 0.6180 0.1774 -0.14
C -7.2126 -1.8398 -4.2860 0.2735 -0.2350 0.3792 -0.14
N -4.2783 1.1230 -4.2334 0.8008 1.1422 -0.3310 -0.35
C -3.8839 1.0283 -5.6346 -0.3866 -0.0986 -0.2187 -0.13
C -3.0539 1.1950 -3.4309 -0.2213 -0.1291 0.3661 -0.16
N -6.6636 1.3669 -3.5950 -0.9961 -0.0714 3.4827 -0.30
C -6.4731 2.6568 -4.2411 0.7316 0.3017 -0.2079 -0.13
C -7.1518 1.6059 -2.2214 -0.4358 -0.1919 -0.0162 -0.15
H -7.9080 0.3498 -5.7301 -0.0401 0.0441 -0.0421 0.08
H -7.2365 -0.9718 -6.6916 0.0610 -0.1588 0.2510 0.09
H -6.3238 0.4841 -6.5115 0.0861 0.1062 0.1647 0.05
H -8.1216 -1.4300 -3.8236 -0.1556 -0.0793 -0.1056 0.08
H -6.6900 -2.4313 -3.5300 0.0763 0.1170 -0.0325 0.07
H -7.5054 -2.5363 -5.0758 0.0226 0.1771 -0.0599 0.08
H -3.6997 -0.0044 -5.9493 0.0272 -0.0291 -0.0954 0.09
H -2.9802 1.6121 -5.8308 0.0237 -0.0760 0.3211 0.08
H -4.6340 1.4770 -6.2862 -0.0951 -0.1510 -0.0422 0.05
H -2.3836 0.3487 -3.6231 -0.0128 -0.0121 0.0947 0.07
H -3.2892 1.1974 -2.3612 0.0345 -0.0415 -0.0572 0.07
H -2.5086 2.1196 -3.6403 -0.1524 0.0340 -0.1333 0.08
H -5.6480 3.2329 -3.8136 -0.0152 0.0192 -0.0981 0.09
H -7.3828 3.2574 -4.1357 -0.1636 -0.3624 0.2555 0.09
H -6.3226 2.5542 -5.3145 0.2217 -0.1555 0.0858 0.07
H -6.3813 2.0762 -1.5999 -0.1325 0.1097 0.0969 0.08
H -7.4367 0.6570 -1.7530 0.0850 -0.0246 0.0008 0.08
H -8.0424 2.2383 -2.2182 0.0830 0.0222 -0.0825 0.08
```
Positions in Å, forces in eV/Å.

=====

2.
ORCA calculation (the ωB97M-V functional and the def2-TZVPD basis) on C24H56ClLi2O12 as an isolated structure at a distorted geometry.

lowest unoccupied orbital energy (spin up / spin down)	-0.52 / -0.53	eV
HOMO-LUMO gap (spin up / spin down)	3.33 / 8.54	eV
spin multiplicity	2
E_HOMO (spin up / spin down)	-3.85 / -9.07	eV

XYZ file:
```
95
Properties=species:S:1:pos:R:3:forces:R:3:mulliken_spin:R:1
Li -1.1369 -4.3680 -1.2501 0.2776 0.4603 0.1609 1.50
Li 1.3102 -0.0422 -3.6668 -0.6172 -0.3199 0.3556 0.05
Cl 0.1000 -1.1118 -0.2174 -1.5739 -0.6180 0.8111 -0.09
O 0.6598 -0.7276 -1.5009 0.6029 0.2473 0.2414 0.10
O -0.0244 -2.5557 -0.1386 0.2224 -0.5725 -0.6013 -0.52
O 0.9185 -0.7120 0.9152 -0.4598 0.5405 -1.2451 -0.10
O -1.2550 -0.5802 -0.1560 0.9939 0.3942 0.2822 0.08
C -4.3972 2.4177 -0.6091 0.5932 0.6617 -0.0309 0.00
C -3.2504 2.7889 0.3233 0.8113 -1.7085 1.9442 0.00
C -1.9799 2.9516 -0.4991 -2.0266 0.0504 -1.0192 0.01
O -2.6018 3.6719 -1.6066 1.4352 0.5236 -0.0220 0.00
C -3.8855 3.1472 -1.8290 -0.8613 0.0523 -1.6728 0.00
H -5.3613 2.7625 -0.2353 0.0992 0.1107 -0.0712 0.00
H -4.4991 1.3656 -0.8752 0.2743 -0.1192 0.5761 0.00
H -3.1162 1.9763 1.0374 0.0270 0.2037 0.5083 0.00
H -3.4079 3.7336 0.8437 -0.2926 -0.1108 0.0264 0.00
H -1.5678 2.0137 -0.8716 -0.0111 -0.2705 0.1104 0.00
H -1.1800 3.5152 -0.0189 -0.2739 0.3281 -0.1854 0.00
H -3.8599 2.4374 -2.6558 0.2144 -0.1358 -0.3223 0.00
H -4.5444 3.9441 -2.1738 0.1247 0.2941 0.1629 0.00
C 1.5056 2.1263 2.7062 -1.2747 -0.9057 -1.4576 0.00
C 2.1883 2.9421 3.6725 0.3692 2.8926 1.3446 0.00
C 2.4295 2.0144 4.8204 -0.0328 -0.6206 -0.9650 0.00
O 1.3121 1.0837 4.7642 0.6190 0.2929 0.5366 0.00
C 0.4937 1.4436 3.6534 0.9731 -0.4508 -0.7991 0.00
H 2.2191 1.4407 2.2492 -0.2706 -0.6141 0.0937 0.00
H 1.0944 2.6938 1.8713 -0.4007 0.0425 0.0851 0.00
H 1.4650 3.6876 4.0029 0.0656 0.5232 0.0358 0.00
H 3.0695 3.4745 3.3144 0.1741 -0.1273 0.1145 0.00
H 2.5146 2.5314 5.7762 0.0260 -0.4122 0.0787 0.00
H 3.3328 1.5094 4.4784 0.2869 -0.6196 1.0019 0.00
H -0.2680 2.1158 4.0485 -0.3315 0.1686 -0.5564 0.00
H 0.0855 0.5587 3.1651 -0.2224 -0.1005 0.4323 0.00
C -4.0803 -0.9445 3.7135 0.2503 -0.0154 -0.9976 0.00
C -3.7497 -1.8259 2.5232 -0.6680 1.1093 -1.5751 0.00
C -2.6945 -2.7695 2.9957 -0.0470 1.0119 -0.3422 0.02
O -3.0015 -2.9400 4.3894 0.5323 -0.5494 -0.0148 0.00
C -3.8689 -1.9099 4.8413 -0.9139 0.4760 -0.0974 0.00
H -5.1204 -0.6551 3.5635 0.1181 0.5043 0.5643 0.00
H -3.3998 -0.0929 3.7203 -0.1464 0.1358 0.1525 0.00
H -3.4520 -1.1425 1.7279 0.4858 -0.3298 -0.3033 0.00
H -4.6397 -2.3015 2.1111 -0.1096 -0.3957 0.3558 0.00
H -1.7411 -2.2737 2.8129 0.4514 -0.0458 0.6006 -0.01
H -2.6558 -3.6595 2.3676 -0.2614 -0.5539 0.7604 0.01
H -3.5192 -1.3936 5.7353 0.2828 -0.4654 0.1374 0.00
H -4.8911 -2.2589 4.9873 0.1363 -0.8494 0.7219 0.00
C -2.2635 -1.0587 -5.3526 -0.8519 -1.1273 -0.4513 -0.03
C -2.6241 0.1570 -4.5473 -1.3370 -0.1764 -0.4786 0.01
C -1.3115 0.7740 -4.2286 0.3681 0.4510 -0.1153 0.02
O -0.3214 -0.1004 -4.7876 1.5897 -0.4744 1.1386 -0.02
C -0.9044 -0.7702 -5.9068 0.1346 0.7878 -0.1206 0.00
H -3.0480 -1.3662 -6.0441 0.1764 0.1639 -0.2725 0.00
H -2.1993 -1.8678 -4.6251 0.4085 -0.3390 -0.2338 0.05
H -3.1681 -0.2270 -3.6844 -0.1983 0.7041 0.0843 -0.01
H -3.1987 0.8517 -5.1599 -0.4067 -0.0520 0.3348 0.00
H -1.2115 0.8838 -3.1487 0.6604 0.0658 -0.1186 0.00
H -1.2057 1.7169 -4.7651 0.0207 0.3293 0.4100 0.00
H -0.3577 -1.6350 -6.2826 0.3217 -0.0534 0.7019 0.01
H -0.8082 -0.0117 -6.6838 -0.8290 -0.1002 -0.6207 0.00
C 1.0391 -2.0080 4.5473 0.2799 0.0776 -1.2017 0.00
C 1.1420 -3.4640 4.8591 -0.9454 0.1808 2.1159 0.00
O 2.4017 -3.9329 4.5262 1.2515 -0.3381 -0.6055 0.00
H 0.0917 -1.5773 4.8713 -0.1145 -0.1509 -0.2803 0.00
H 1.1617 -2.0442 3.4648 -0.3350 0.9570 -0.3095 0.00
H 1.8341 -1.3724 4.9374 0.0693 -0.4088 0.1904 0.00
H 0.3357 -4.0364 4.4003 -0.0768 -0.0153 -0.3675 0.00
H 0.9682 -3.5328 5.9329 0.0540 -0.4723 0.4217 0.00
H 2.6228 -4.7405 4.9959 -0.2508 0.0239 0.0207 0.00
C 0.9889 3.9130 -2.2361 1.0667 0.7436 -0.1444 0.00
C 1.7571 2.6310 -2.2077 -0.2953 -0.5314 0.0131 0.00
O 1.5467 1.8837 -3.4509 0.2809 -0.4258 0.9060 -0.01
H 1.2095 4.3041 -1.2429 -0.4834 0.6602 -0.0101 0.00
H -0.0780 3.8836 -2.4578 0.0321 -0.5426 0.3661 0.00
H 1.4289 4.5725 -2.9841 0.0314 0.3041 0.0520 0.00
H 1.4777 2.1263 -1.2829 -0.5950 -1.1054 -0.6312 0.01
H 2.8319 2.7103 -2.0444 0.1316 0.6546 -0.3587 0.00
H 2.1481 2.2894 -4.0797 -0.0548 0.0866 -0.2064 0.00
C 3.1133 -2.5183 -5.7060 0.8078 -0.4913 -2.0690 0.00
C 3.0683 -2.3856 -4.2502 0.1439 -0.5152 0.2231 -0.01
O 1.7840 -1.8812 -3.9155 0.4790 0.2274 0.7962 -0.16
H 2.8531 -1.6109 -6.2511 0.4257 0.2607 0.1248 0.00
H 2.4615 -3.2677 -6.1551 -0.3910 -0.2283 0.5808 0.00
H 4.1032 -2.8960 -5.9621 0.2618 0.4001 -0.4120 0.00
H 3.8756 -1.7661 -3.8596 -0.3951 0.6802 -0.0403 0.01
H 3.3500 -3.3528 -3.8340 -0.7786 -0.2296 0.5164 0.00
H 1.1538 -2.6045 -3.8786 -0.2608 -0.1054 0.1892 0.09
C 4.5873 -0.5898 0.1906 0.6938 0.0455 -0.6668 0.00
C 4.8128 -0.9079 1.6149 -1.8765 0.5857 1.4731 0.00
O 3.6204 -1.1983 2.3922 1.2898 -0.9150 0.3212 0.00
H 4.0152 0.3324 0.0886 -0.2350 -0.1968 -0.2821 0.00
H 4.2223 -1.4273 -0.4040 -0.3818 0.1585 0.0709 0.00
H 5.6127 -0.4013 -0.1272 0.0415 0.2905 -0.6559 0.00
H 5.2214 -0.0064 2.0714 0.5115 -0.0036 0.1245 0.00
H 5.5379 -1.7168 1.7041 -0.3495 -0.2066 0.3724 0.00
H 2.7734 -0.8358 2.1223 0.2582 0.2531 -0.8118 0.00
```
Positions in Å, forces in eV/Å.

=====

Q: Which of these has the lowest spin multiplicity?
A: C24H56BN6O4P2S